Record 1
{"formula": "C4H11N3", "method": "wB97M-V/def2-TZVPD", "species": ["C", "C", "C", "C", "N", "N", "N", "H", "H", "H", "H", "H", "H", "H", "H", "H", "H", "H"], "xyz": [[2.24122, -0.04733, -0.25582], [1.23577, -0.48641, 0.82418], [-1.29191, -1.10716, -0.53044], [-2.05281, 0.98792, 0.33568], [1.50312, 0.94787, -0.92712], [0.21512, 0.51662, 0.63045], [-0.98309, -0.02442, 0.36326], [3.26846, 0.23651, 0.11245], [2.57667, -0.92575, -0.83690], [0.82723, -1.58708, 0.59519], [1.67411, -0.26274, 1.81351], [-2.35129, -1.18923, -0.60251], [-1.11661, -0.85907, -1.66258], [-0.66809, -1.97236, -0.33206], [-2.00840, 1.75297, -0.39879], [-2.96552, 0.50204, 0.31885], [-1.90239, 1.62855, 1.26180], [1.79841, 1.88907, -0.70916]], "forces_ev_per_a": [[2.139, -1.683, 1.296], [1.012, -1.771, -0.564], [1.639, 0.554, -2.993], [2.434, 1.425, 2.775], [-1.851, 0.329, -0.944], [-0.804, -0.057, -1.193], [-0.604, 2.090, -0.238], [-1.028, 0.376, 0.321], [-0.745, 0.257, -0.623], [1.260, 2.373, 1.229], [-0.471, -1.066, 0.002], [-0.716, -0.955, 0.858], [0.437, 0.056, 1.722], [-0.744, -0.370, 0.071], [0.396, 0.181, -1.551], [-1.891, -0.744, 0.156], [-0.532, -1.079, -0.706], [0.069, 0.083, 0.382]], "lowdin_charge": [-0.355, -0.215, -0.076, -0.055, 0.032, 0.000, -0.263, 0.104, 0.087, 0.126, 0.105, 0.063, 0.126, 0.061, 0.071, 0.048, 0.106, 0.035], "relative_energy_kj_mol": 601.8, "e_homo_ha": [-0.266, -0.300], "total_energy_ev": -8791.3815, "spin_multiplicity": 1, "gap_ev": [8.02, 9.02], "total_charge": 0}



Record 2
{"formula": "C4H11N3", "method": "wB97M-V/def2-TZVPD", "species": ["C", "N", "C", "N", "C", "N", "C", "H", "H", "H", "H", "H", "H", "H", "H", "H", "H", "H"], "xyz": [[0.07848, 1.98226, -1.19037], [0.55004, 0.68436, -0.55178], [0.10015, -0.55626, -1.17702], [-0.00425, -1.59361, -0.17311], [-0.24103, -1.19998, 1.01740], [-0.57068, -1.71758, 2.13772], [-0.00319, 0.53211, 0.83945], [-0.79007, 1.85548, -1.78528], [-0.33281, 2.53453, -0.37761], [0.73402, 2.57394, -1.80754], [1.65642, 0.66775, -0.58131], [0.97742, -0.81609, -1.84869], [-0.69516, -0.51479, -1.93411], [0.24489, -2.54840, -0.37279], [-0.36390, -1.04452, 2.89636], [-0.80500, -2.66446, 2.37249], [-0.99213, 1.02429, 0.78875], [0.45681, 0.80097, 1.74745]], "forces_ev_per_a": [[-0.892, 0.326, 0.460], [2.535, 0.375, 1.381], [2.747, -2.078, -3.759], [0.030, -1.002, -1.207], [0.318, 5.411, -0.707], [0.765, 1.473, 1.419], [-2.864, -3.024, 0.196], [-0.792, -1.020, -0.758], [0.350, 0.967, 0.575], [1.071, -0.369, 0.266], [-2.606, 0.187, 0.415], [-1.028, -0.194, 0.574], [-0.542, 0.519, 1.040], [-0.230, -0.454, -0.527], [-0.725, -1.099, 0.040], [-0.005, -0.606, -0.098], [0.304, -0.507, 0.295], [1.563, 1.094, 0.393]], "lowdin_charge": [0.071, -0.089, -0.082, 0.151, -0.209, 0.286, 0.086, 0.108, 0.098, 0.129, 0.264, 0.185, 0.174, 0.200, 0.178, 0.170, 0.154, 0.127], "relative_energy_kj_mol": 144.9, "e_homo_ha": -0.741, "total_energy_ev": -8777.6201, "spin_multiplicity": 1, "smiles": "C[N@@H+]1CNC(=[NH2+])C1", "gap_ev": 12.52, "total_charge": 2}



Record 3
{"formula": "C4H11N3O", "method": "wB97M-V/def2-TZVPD", "species": ["C", "C", "C", "O", "H", "H", "H", "H", "H", "H", "N", "C", "N", "N", "H", "H", "H", "H", "H"], "xyz": [[1.89026, -1.15552, 1.55958], [1.08015, -0.62438, 0.40684], [1.69234, -0.22920, -0.92419], [1.28623, 0.70633, 0.02491], [2.96824, -1.11529, 1.32906], [1.70845, -0.54633, 2.46223], [1.60311, -2.16310, 1.77828], [0.05455, -0.97879, 0.33034], [2.75890, -0.38323, -1.02821], [1.09410, -0.26408, -1.82738], [-1.48215, 1.86725, 0.19557], [-1.54871, 1.35786, -1.08818], [-1.92379, 0.20277, -1.44834], [-2.21239, -0.75609, -0.47385], [-1.23649, 1.18763, 0.90308], [-0.93791, 2.71138, 0.28025], [-1.32153, 2.04606, -1.89288], [-2.75921, -1.48542, -0.91642], [-2.71414, -0.37787, 0.32932]], "forces_ev_per_a": [[0.495, 1.053, -0.137], [0.298, -0.794, -1.278], [-0.249, -1.264, 0.774], [-0.017, 1.532, 0.597], [-0.383, -0.038, 0.185], [0.057, -0.207, -0.311], [-0.088, -0.669, 0.100], [-0.054, 0.246, 0.147], [0.140, 0.174, -0.073], [-0.032, -0.065, 0.003], [-0.225, -0.161, 0.165], [-0.074, 0.081, 0.039], [-0.011, -0.304, -0.485], [0.059, 0.195, 0.298], [0.076, 0.100, -0.042], [0.037, -0.126, -0.001], [0.039, 0.085, 0.036], [0.051, 0.197, 0.147], [-0.118, -0.035, -0.163]], "lowdin_charge": [-0.044, -0.355, -0.115, -0.082, 0.084, 0.085, 0.065, 0.098, 0.103, 0.101, 0.079, -0.330, -0.070, -0.024, 0.069, 0.083, 0.109, 0.073, 0.071], "relative_energy_kj_mol": 314.5, "e_homo_ha": -0.303, "total_energy_ev": -10841.9520, "spin_multiplicity": 1, "smiles": "C[C@@H]1CO1.N/C=N\\N", "gap_ev": 9.28, "total_charge": 0}



Record 4
{"formula": "C4H11N3O", "method": "wB97M-V/def2-TZVPD", "species": ["C", "C", "C", "C", "N", "N", "H", "H", "H", "H", "H", "H", "H", "H", "N", "O", "H", "H", "H"], "xyz": [[-1.10591, 1.26267, -1.79932], [-0.73623, 0.54367, 1.65842], [0.09518, -0.43913, 0.91193], [-0.49281, -0.03568, -1.34578], [0.21789, -1.68791, 0.98738], [-0.91313, -1.14873, -1.78520], [-0.48079, -2.15678, 1.55756], [-0.39135, -1.92002, -1.34074], [-0.34397, 2.04729, -1.81087], [-1.52559, 1.17278, -2.80357], [-0.58281, 0.41276, 2.73338], [-0.49556, 1.56829, 1.37974], [-1.88202, 1.58101, -1.09746], [-1.78989, 0.36982, 1.42996], [2.62394, -0.51077, 0.22229], [1.46228, 0.31882, 0.35400], [0.73429, 0.19525, -0.72740], [3.26005, -0.13186, 0.92067], [2.34644, -1.44150, 0.55503]], "forces_ev_per_a": [[0.021, 0.005, -0.187], [-0.339, 0.241, -0.509], [2.734, -1.033, 0.953], [1.912, 0.587, -0.321], [0.250, 1.401, 0.023], [-0.133, -0.030, 0.225], [-0.165, 0.134, -0.251], [-0.105, 0.245, -0.152], [-0.079, -0.024, 0.007], [-0.173, -0.010, 0.116], [0.113, -0.027, -0.165], [0.054, -0.083, 0.004], [-0.071, -0.001, -0.086], [0.047, -0.025, 0.036], [-0.145, -0.048, 0.330], [-0.784, -0.893, 1.494], [-2.982, -0.473, -1.405], [-0.047, -0.097, 0.031], [-0.108, 0.130, -0.145]], "lowdin_charge": [-0.104, -0.014, -0.371, -0.374, 0.142, 0.069, 0.092, 0.026, 0.065, 0.068, 0.095, 0.087, 0.063, 0.095, 0.039, -0.238, 0.123, 0.078, 0.059], "relative_energy_kj_mol": 613.0, "e_homo_ha": -0.289, "total_energy_ev": -10838.8576, "spin_multiplicity": 1, "gap_ev": 8.34, "total_charge": 0}



Record 5
{"formula": "C4H11N3O", "method": "wB97M-V/def2-TZVPD", "species": ["C", "C", "C", "O", "N", "C", "N", "N", "H", "H", "H", "H", "H", "H", "H", "H", "H", "H", "H"], "xyz": [[-0.02363, 1.40527, -0.53907], [0.53634, 0.13097, 0.10168], [2.08741, 0.25137, 0.00763], [2.67199, -0.96399, 0.51053], [0.35473, -1.37830, -0.15351], [-0.88345, -1.45504, -0.41838], [-2.11398, -0.86826, -0.11952], [-2.20550, 0.24876, 0.78495], [-1.18357, 1.21230, -0.59684], [0.03526, 2.44432, 0.18182], [0.63711, 1.55920, -1.46281], [0.38553, 0.34480, 1.19760], [2.68093, 1.11980, 0.52536], [2.27606, 0.32685, -1.11436], [2.28056, -1.78632, -0.00173], [-0.97629, -2.58669, -0.54628], [-2.80441, -1.48162, -0.22020], [-2.22878, 1.24184, 0.26395], [-1.52631, 0.23471, 1.59919]], "forces_ev_per_a": [[-1.363, 1.104, -0.315], [4.022, 1.310, 4.263], [1.269, -0.735, -0.878], [-0.198, -1.247, -1.241], [-1.731, 5.777, -1.266], [-1.321, -5.991, 1.144], [6.023, 4.825, 0.711], [-1.153, 1.094, -0.214], [3.249, 1.083, -1.761], [0.273, -3.226, -1.777], [-1.756, 0.302, 0.784], [-0.031, -0.885, -0.664], [-1.659, -1.480, -0.799], [0.200, 0.067, 1.071], [0.845, 2.866, 1.492], [-1.410, 1.138, -0.811], [-3.837, -2.403, 0.085], [-0.245, -3.391, 2.054], [-1.178, -0.207, -1.877]], "lowdin_charge": [-0.104, -0.422, -0.267, -0.161, 0.083, -0.251, -0.033, -0.039, 0.038, 0.154, 0.084, 0.118, 0.151, 0.112, 0.123, 0.135, 0.057, 0.115, 0.107], "relative_energy_kj_mol": 632.9, "e_homo_ha": -0.339, "total_energy_ev": -10838.6520, "spin_multiplicity": 1, "smiles": "C[C@H](CO)/N=C\\NN", "gap_ev": 9.95, "total_charge": 0}



Record 6
{"formula": "C4H11N3O", "method": "wB97M-V/def2-TZVPD", "species": ["C", "C", "N", "N", "N", "O", "C", "C", "H", "H", "H", "H", "H", "H", "H", "H", "H", "H", "H"], "xyz": [[1.67078, 1.12711, -0.06491], [1.00980, 0.16362, 0.57473], [0.92629, -0.04769, 1.92909], [0.12412, -0.77371, -0.12506], [0.51997, -0.89775, -1.49010], [0.01721, -1.95633, 0.52588], [-1.44485, -0.39652, 0.01374], [-1.65983, 1.00709, -0.49835], [1.63167, 1.23013, -1.13176], [2.35520, 1.75912, 0.47566], [1.69363, 0.30520, 2.47591], [0.65629, -1.02123, 2.09315], [1.44795, -1.32264, -1.48557], [-0.09672, -1.59299, -1.90498], [-1.73735, -0.49705, 1.05748], [-1.94127, -1.14606, -0.60018], [-2.73068, 1.21391, -0.47934], [-1.16376, 1.73077, 0.14528], [-1.27845, 1.11502, -1.51069]], "forces_ev_per_a": [[0.229, -0.387, -0.074], [0.221, 0.731, 0.251], [-0.212, -0.274, -0.067], [-3.227, -1.099, 1.057], [-0.099, 0.323, -0.544], [1.506, -1.227, 0.177], [1.438, 1.575, -1.373], [-0.392, -0.018, 0.164], [-0.117, -0.008, -0.133], [-0.039, 0.152, 0.172], [-0.020, 0.011, -0.046], [0.168, 0.135, 0.021], [-0.142, 0.105, 0.287], [-0.068, 0.017, 0.344], [0.591, -0.217, -0.145], [0.250, -0.065, 0.131], [-0.026, 0.135, -0.126], [0.000, 0.055, -0.009], [-0.062, 0.057, -0.087]], "lowdin_charge": [0.051, -0.404, 0.125, -0.397, 0.118, -0.238, -0.115, -0.095, 0.049, 0.057, 0.100, 0.089, 0.110, 0.101, 0.119, 0.115, 0.077, 0.070, 0.071], "relative_energy_kj_mol": 451.1, "e_homo_ha": -0.307, "total_energy_ev": -10840.5364, "spin_multiplicity": 1, "smiles": "C=C(N)[N@@+](N)([O-])CC", "gap_ev": 9.41, "total_charge": 0}



What did the third record say?
{"formula": "C4H11N3O", "method": "wB97M-V/def2-TZVPD", "species": ["C", "C", "C", "O", "H", "H", "H", "H", "H", "H", "N", "C", "N", "N", "H", "H", "H", "H", "H"], "xyz": [[1.89026, -1.15552, 1.55958], [1.08015, -0.62438, 0.40684], [1.69234, -0.22920, -0.92419], [1.28623, 0.70633, 0.02491], [2.96824, -1.11529, 1.32906], [1.70845, -0.54633, 2.46223], [1.60311, -2.16310, 1.77828], [0.05455, -0.97879, 0.33034], [2.75890, -0.38323, -1.02821], [1.09410, -0.26408, -1.82738], [-1.48215, 1.86725, 0.19557], [-1.54871, 1.35786, -1.08818], [-1.92379, 0.20277, -1.44834], [-2.21239, -0.75609, -0.47385], [-1.23649, 1.18763, 0.90308], [-0.93791, 2.71138, 0.28025], [-1.32153, 2.04606, -1.89288], [-2.75921, -1.48542, -0.91642], [-2.71414, -0.37787, 0.32932]], "forces_ev_per_a": [[0.495, 1.053, -0.137], [0.298, -0.794, -1.278], [-0.249, -1.264, 0.774], [-0.017, 1.532, 0.597], [-0.383, -0.038, 0.185], [0.057, -0.207, -0.311], [-0.088, -0.669, 0.100], [-0.054, 0.246, 0.147], [0.140, 0.174, -0.073], [-0.032, -0.065, 0.003], [-0.225, -0.161, 0.165], [-0.074, 0.081, 0.039], [-0.011, -0.304, -0.485], [0.059, 0.195, 0.298], [0.076, 0.100, -0.042], [0.037, -0.126, -0.001], [0.039, 0.085, 0.036], [0.051, 0.197, 0.147], [-0.118, -0.035, -0.163]], "lowdin_charge": [-0.044, -0.355, -0.115, -0.082, 0.084, 0.085, 0.065, 0.098, 0.103, 0.101, 0.079, -0.330, -0.070, -0.024, 0.069, 0.083, 0.109, 0.073, 0.071], "relative_energy_kj_mol": 314.5, "e_homo_ha": -0.303, "total_energy_ev": -10841.9520, "spin_multiplicity": 1, "smiles": "C[C@@H]1CO1.N/C=N\\N", "gap_ev": 9.28, "total_charge": 0}